A) Formula: C5H11NS
Source: the Open Molecules 2025 dataset
Level of theory: the ωB97M-V functional and the def2-TZVPD basis

Summary:
* LUMO level (spin up / spin down): -0.4604 / -0.4415 eV
* charge: 0
* gap between HOMO and LUMO (spin up / spin down): 7.73 / 7.88 eV

Each line ends with the Löwdin charge.
Atoms and positions in Å:
1 C 0.32 -0.28 2.50  -0.48
2 C 1.71 -0.87 2.53  -0.49
3 C -1.57 0.33 -0.81  -0.12
4 C -0.42 -0.16 -1.64  -0.27
5 C 0.90 0.64 -1.30  -0.39
6 N 1.34 0.32 -0.10  0.12
7 S 0.49 -1.90 1.67  0.73
8 H -0.34 -0.16 3.41  0.09
9 H 0.02 0.39 1.63  0.02
10 H 2.38 -0.52 1.74  0.03
11 H 2.17 -1.04 3.45  0.05
12 H -1.25 0.28 0.26  0.05
13 H -1.88 1.34 -1.11  0.07
14 H -2.54 -0.23 -1.08  0.10
15 H -0.66 0.07 -2.64  0.07
16 H -0.33 -1.20 -1.63  0.08
17 H 1.65 0.47 -2.27  0.15
18 H 0.85 1.86 -1.12  0.19

***

B) Formula: C5H11NS
Source: the Open Molecules 2025 dataset
Level of theory: the ωB97M-V functional and the def2-TZVPD basis

Summary:
* LUMO level: 0.3460 eV
* charge: 0
* gap between HOMO and LUMO: 7.93 eV

Each line ends with the Löwdin charge.
Atoms and positions in Å:
1 C -1.83 1.19 -0.87  -0.13
2 C 3.18 0.69 -0.12  -0.14
3 C 1.58 -1.28 -0.14  -0.14
4 C -3.28 -0.15 0.64  -0.09
5 C 1.80 0.18 0.11  -0.84
6 N -2.35 0.08 -0.45  -0.22
7 S 0.55 1.16 0.49  0.76
8 H -2.25 2.05 -0.32  0.00
9 H 3.87 0.26 0.60  0.08
10 H 3.20 1.78 -0.04  0.06
11 H 3.52 0.40 -1.12  0.08
12 H 1.40 -1.43 -1.21  0.09
13 H 2.45 -1.87 0.14  0.08
14 H 0.70 -1.64 0.39  0.06
15 H -2.77 -0.68 1.46  0.08
16 H -4.12 -0.76 0.31  0.08
17 H -3.64 0.80 1.02  0.08
18 H -2.00 -0.78 -0.87  0.11

***

Need the numbers? Relative energies in hartree: A) 0.1062; B) 0.0000.

***

A) Formula: C3H5FN2
Source: the Open Molecules 2025 dataset
Level of theory: the ωB97M-V functional and the def2-TZVPD basis

Summary:
* LUMO level: 0.8916 eV
* charge: 0
* gap between HOMO and LUMO: 9.82 eV
* SMILES string: C=C(F)/C=N/N

Each line ends with the Löwdin charge.
Atoms and positions in Å:
1 C 0.07 0.26 0.04  -0.11
2 C -0.85 -0.86 -0.30  -0.37
3 C -1.66 -1.38 0.59  0.08
4 H 1.95 1.76 0.52  0.08
5 H 2.60 1.67 -0.97  0.08
6 H 0.04 0.58 1.09  0.12
7 H -1.74 -1.01 1.56  0.04
8 H -2.30 -2.18 0.33  0.06
9 N 1.70 1.77 -0.48  -0.02
10 N 0.91 0.70 -0.83  -0.04
11 F -0.72 -1.30 -1.54  0.08

***

B) Formula: C3H5FN2
Source: the Open Molecules 2025 dataset
Level of theory: the ωB97M-V functional and the def2-TZVPD basis

Summary:
* LUMO level: 0.9415 eV
* charge: 0
* gap between HOMO and LUMO: 10.54 eV
* SMILES string: [H]/N=C(N)\C=C\F

Each line ends with the Löwdin charge.
Atoms and positions in Å:
1 C -0.80 -0.20 0.04  -0.44
2 C 0.69 -0.60 0.25  0.00
3 C 1.68 0.15 -0.22  -0.16
4 H -2.01 1.34 -0.04  0.06
5 H -0.66 1.72 0.68  0.09
6 H -1.41 -1.97 -0.31  0.01
7 H 0.76 -1.52 0.79  0.10
8 H 1.55 1.10 -0.73  0.12
9 N -1.04 1.19 -0.07  0.10
10 N -1.74 -1.04 -0.28  0.11
11 F 2.96 -0.18 -0.12  0.03

***

C) Formula: C3H5FN2
Source: the Open Molecules 2025 dataset
Level of theory: the ωB97M-V functional and the def2-TZVPD basis

Summary:
* LUMO level: 0.8761 eV
* charge: 0
* gap between HOMO and LUMO: 10.35 eV
* SMILES string: [H]/N=C(N)/C=C\F

Each line ends with the Löwdin charge.
Atoms and positions in Å:
1 C 0.51 0.38 -0.14  -0.46
2 C -0.63 -0.59 -0.18  -0.05
3 C -1.93 -0.39 -0.07  -0.14
4 H 2.45 0.28 0.66  0.09
5 H 1.79 -1.21 0.32  0.07
6 H 1.26 2.08 -0.03  0.06
7 H -0.42 -1.62 -0.40  0.09
8 H -2.68 -1.19 -0.16  0.12
9 N 1.80 -0.23 0.06  0.08
10 N 0.32 1.66 -0.22  0.11
11 F -2.48 0.82 0.16  0.02

***

Need the numbers? Relative energies in hartree: A) 0.0368; B) 0.0000; C) 0.0024.

***

A) Formula: C4H8NS
Source: the Open Molecules 2025 dataset
Level of theory: the ωB97M-V functional and the def2-TZVPD basis

Summary:
* LUMO level (spin up / spin down): -6.5743 / -6.5737 eV
* charge: +1
* gap between HOMO and LUMO (spin up / spin down): 7.80 / 7.80 eV

Each line ends with the Löwdin charge.
Atoms and positions in Å:
1 C -0.65 -2.29 -0.60  0.27
2 C -0.23 -1.14 -0.69  -0.15
3 C 1.94 -0.53 0.82  -0.30
4 C 0.18 0.18 -1.01  -0.39
5 N -1.54 1.91 0.17  -0.01
6 S 1.54 0.83 -0.32  1.13
7 H -0.99 -3.17 -0.16  0.07
8 H 1.08 -0.81 1.49  0.10
9 H 2.66 -0.37 1.54  0.03
10 H 2.33 -1.37 0.35  0.04
11 H -0.41 0.73 -1.75  0.10
12 H -2.32 1.50 0.72  0.04
13 H -1.69 1.60 -0.81  0.00
14 H -1.91 2.92 0.25  0.08

***

B) Formula: C4H8NS
Source: the Open Molecules 2025 dataset
Level of theory: the ωB97M-V functional and the def2-TZVPD basis

Summary:
* LUMO level: -3.6615 eV
* charge: +1
* gap between HOMO and LUMO: 9.18 eV
* SMILES string: C[NH2+]C=C=CS

Each line ends with the Löwdin charge.
Atoms and positions in Å:
1 C 0.40 -0.60 -1.09  -0.09
2 C 0.45 -1.65 -1.88  -0.47
3 C 0.44 0.55 -0.50  -0.07
4 C -0.52 1.12 1.75  -0.02
5 N -0.76 1.06 0.27  0.01
6 S 1.13 -3.25 -1.49  0.80
7 H 1.46 -2.78 -0.21  -0.07
8 H 0.17 -1.82 -2.93  0.08
9 H 1.15 1.34 -0.64  0.13
10 H -0.50 0.19 2.14  0.06
11 H 0.49 1.61 2.00  0.15
12 H -1.38 1.61 2.25  0.12
13 H -0.83 2.05 0.09  0.15
14 H -1.71 0.56 0.25  0.22

***

C) Formula: C4H8NS
Source: the Open Molecules 2025 dataset
Level of theory: the ωB97M-V functional and the def2-TZVPD basis

Summary:
* LUMO level: -6.2705 eV
* charge: +1
* gap between HOMO and LUMO: 7.62 eV

Each line ends with the Löwdin charge.
Atoms and positions in Å:
1 C 0.63 0.62 -0.03  -0.20
2 C -0.78 0.94 -0.38  -0.35
3 C -2.91 -0.43 0.51  -0.16
4 C 2.32 -1.10 -0.01  -0.05
5 N 1.03 -0.54 -0.25  -0.03
6 S -1.68 -0.59 -0.56  1.16
7 H 1.18 1.40 0.38  0.12
8 H -1.33 1.61 0.16  0.07
9 H -0.85 1.25 -1.38  0.08
10 H -3.68 -1.19 0.54  0.05
11 H -2.86 0.33 1.36  0.10
12 H 3.07 -0.29 0.03  0.11
13 H 2.52 -1.69 -0.79  0.05
14 H 2.34 -1.60 0.86  0.06

***

Need the numbers? Relative energies in hartree: A) 0.0398; B) 0.0000; C) 0.0044.

***

A) Formula: C4H8NS
Source: the Open Molecules 2025 dataset
Level of theory: the ωB97M-V functional and the def2-TZVPD basis

Summary:
* LUMO level (spin up / spin down): -5.9048 / -4.9389 eV
* charge: +1
* gap between HOMO and LUMO (spin up / spin down): 7.62 / 8.69 eV
* SMILES string: C[N+]1=CCCS1

Each line ends with the Löwdin charge.
Atoms and positions in Å:
1 C -0.44 0.58 -0.87  0.13
2 C -1.63 0.04 -0.33  -0.24
3 C -1.31 -1.18 0.57  -0.33
4 C 2.19 0.73 0.14  -0.12
5 N 0.89 0.12 0.21  -0.45
6 S 0.43 -1.10 1.21  1.09
7 H -0.02 1.30 -1.57  0.12
8 H -2.22 0.76 0.25  0.14
9 H -2.25 -0.34 -1.18  0.16
10 H -1.96 -1.31 1.34  0.05
11 H -1.42 -2.10 0.01  0.09
12 H 2.91 0.03 0.72  0.12
13 H 2.21 1.85 0.34  0.13
14 H 2.62 0.61 -0.84  0.09

***

B) Formula: C4H8NS
Source: the Open Molecules 2025 dataset
Level of theory: the ωB97M-V functional and the def2-TZVPD basis

Summary:
* LUMO level (spin up / spin down): -4.2738 / -4.2754 eV
* charge: +1
* gap between HOMO and LUMO (spin up / spin down): 7.88 / 7.88 eV

Each line ends with the Löwdin charge.
Atoms and positions in Å:
1 C -2.57 0.36 -0.54  -0.07
2 C -2.26 -0.56 0.29  0.14
3 C 0.17 0.06 0.96  -0.37
4 C 0.86 -0.22 -0.25  -0.54
5 N 2.39 -0.30 -0.22  0.15
6 S 0.25 1.56 -0.05  0.86
7 H -3.70 0.59 -0.71  0.14
8 H -1.90 1.18 -0.82  -0.01
9 H -2.25 -1.41 0.83  0.03
10 H 0.49 -0.06 1.96  0.06
11 H 0.36 -0.48 -1.17  0.10
12 H 2.99 -0.38 -1.04  0.15
13 H 2.85 -1.02 0.44  0.20
14 H 2.32 0.67 0.32  0.15

***

Need the numbers? Relative energies in hartree: A) 0.0000; B) 0.0935.